1.
The following is a quantum chemistry calculation of one molecule with the formula C4H6N2O at a distorted geometry, from OMol25.

```
13
C4H6N2O | OMol25 | ωB97M-V/def2-TZVPD
C 0.461 0.946 -2.056
O 1.329 0.404 -1.033
C 0.635 -0.219 -0.017
N 0.231 -1.388 -0.419
N -0.958 -1.602 1.199
C -0.624 -0.520 1.865
C 0.289 0.312 1.241
H 0.804 1.954 -2.313
H 0.494 0.312 -2.950
H -0.565 1.016 -1.683
H -1.672 -2.180 1.685
H -1.070 -0.278 2.839
H 0.647 1.243 1.642
```

Results
Multiplicity   1
Kohn-Sham gap (spin up / spin down)   7.98 / 7.98 eV
Highest occupied orbital energy (spin up / spin down)   -8.47 / -8.47 eV
DFT total energy   -340.62127 Eh

---

2.
The following is a quantum chemistry calculation of C4H6N2O as an isolated structure at a distorted geometry, from OMol25.

```
13
C4H6N2O | OMol25 | ωB97M-V/def2-TZVPD
N 2.322 -0.088 0.858
C 1.070 0.001 0.713
O 0.100 0.256 1.573
C -0.970 0.803 0.791
C -1.302 -0.121 -0.378
C 0.035 -0.230 -1.004
N 0.667 -0.557 -2.036
H 2.563 -0.762 -0.009
H 1.600 -1.044 -1.457
H -0.592 1.747 0.382
H -1.803 0.963 1.455
H -1.456 -1.152 -0.021
H -2.234 0.184 -0.868
```

Results
Multiplicity   1
Kohn-Sham gap   9.18 eV
Highest occupied orbital energy   -8.75 eV
DFT total energy   -340.63141 Eh

---

3.
The following is a quantum chemistry calculation of one molecule with the formula C4H6N2O at a distorted geometry, from OMol25.

```
13
C4H6N2O | OMol25 | ωB97M-V/def2-TZVPD
N -2.173 0.733 -0.939
C -1.628 0.348 0.128
O -1.144 -0.919 0.275
C 0.187 -1.151 -0.153
C 1.211 -0.219 0.546
C 1.830 0.779 -0.331
N 2.357 1.554 -1.009
H -2.504 1.690 -0.818
H -1.526 0.945 1.043
H 0.262 -1.072 -1.243
H 0.389 -2.185 0.135
H 0.721 0.302 1.375
H 2.019 -0.806 0.991
```

Results
Multiplicity   1
Kohn-Sham gap   11.45 eV
Structure (SMILES)   [H]/N=C/OCCC#N
Highest occupied orbital energy   -10.82 eV
DFT total energy   -340.72349 Eh

---

4.
The following is a quantum chemistry calculation of one molecule with the formula C4H6N2O, from OMol25.

```
13
C4H6N2O | OMol25 | ωB97M-V/def2-TZVPD
N -0.529 -0.748 -1.739
C -0.678 -0.290 -0.436
C 0.611 0.228 0.145
O 1.427 0.716 -0.820
C 1.010 0.266 1.473
C 0.067 0.647 2.416
N -1.744 -0.356 0.267
H 0.270 -0.401 -2.251
H -1.379 -0.780 -2.287
H 2.295 0.896 -0.423
H 2.087 0.381 1.676
H -0.956 0.296 2.217
H -2.480 -0.855 -0.238
```

Results
Multiplicity   1
Kohn-Sham gap (spin up / spin down)   7.90 / 7.19 eV
Highest occupied orbital energy (spin up / spin down)   -8.25 / -7.51 eV
DFT total energy   -340.61825 Eh

---

5.
The following is a quantum chemistry calculation of a 2-piece molecular cluster, C4H6N2O overall at a distorted geometry, from OMol25.

```
13
C4H6N2O | OMol25 | ωB97M-V/def2-TZVPD
O 1.666 2.440 0.686
C 1.105 1.520 1.059
N 1.368 -0.219 -0.709
C 0.393 -1.131 -0.175
C -0.814 -0.272 -0.231
C -1.997 0.203 0.414
N -0.939 0.976 -0.342
H 2.326 -0.535 -0.720
H 0.552 -1.374 0.889
H 0.306 -2.072 -0.731
H 0.942 0.035 -1.597
H -2.979 0.174 -0.040
H -1.929 0.254 1.498
```

Results
Multiplicity   1
Kohn-Sham gap   10.38 eV
Highest occupied orbital energy   -9.46 eV
DFT total energy   -340.65829 Eh

---

6.
The following is a quantum chemistry calculation of C4H6N2O as an isolated structure at a distorted geometry, from OMol25.

```
13
C4H6N2O | OMol25 | ωB97M-V/def2-TZVPD
C -1.639 -0.631 0.192
C -0.213 -0.617 -0.214
N 0.560 1.738 0.179
C 0.655 0.505 -0.464
N 0.557 -1.723 -0.233
C 1.706 -1.049 -0.045
O 2.784 -1.165 0.424
H 0.158 1.762 1.101
H 0.403 2.565 -0.373
H 1.038 0.565 -1.477
H -1.739 -0.658 1.281
H -2.105 -1.541 -0.192
H -2.165 0.249 -0.181
```

Results
Multiplicity   1
Kohn-Sham gap   8.68 eV
Highest occupied orbital energy   -8.12 eV
DFT total energy   -340.70149 Eh

---

7.
The following is a quantum chemistry calculation of one molecule with the formula C4H6N2O at a distorted geometry, from OMol25.

```
13
C4H6N2O | OMol25 | ωB97M-V/def2-TZVPD
C -1.710 -0.016 -0.118
C 0.562 0.167 1.310
N -0.046 0.051 -0.007
C 0.312 -0.572 -1.107
C 1.906 0.290 -1.265
O 0.111 -1.525 -1.795
N 2.808 0.972 -1.539
H -0.208 0.008 2.067
H 1.363 -0.566 1.416
H -2.086 -0.869 0.445
H -1.978 0.917 0.379
H -2.031 -0.022 -1.159
H 0.997 1.164 1.373
```

Results
Multiplicity   1
Kohn-Sham gap   10.88 eV
Structure (SMILES)   CN(C)C(=O)C#N
Highest occupied orbital energy   -10.38 eV
DFT total energy   -340.66663 Eh

---

8.
The following is a quantum chemistry calculation of one molecule with the formula C4H6N2O at a distorted geometry, from OMol25.

```
13
C4H6N2O | OMol25 | ωB97M-V/def2-TZVPD
C -2.079 -0.278 -0.016
C -0.630 -0.258 -0.007
C 1.952 -0.424 0.062
C 1.268 1.018 0.141
H -2.595 -1.131 0.506
H -2.428 -0.110 -1.025
H -2.345 0.623 0.668
H 2.997 -0.617 -0.392
H 1.454 1.813 -0.523
H 1.331 1.427 1.154
N -0.174 -1.417 0.046
N 1.356 -1.533 -0.213
O -0.106 0.886 -0.400
```

Results
Multiplicity   1
Kohn-Sham gap   10.53 eV
Structure (SMILES)   CC1=NN=CCO1
Highest occupied orbital energy   -9.91 eV
DFT total energy   -340.64055 Eh

---

9.
The following is a quantum chemistry calculation of a 2-piece molecular cluster, C4H6N2O overall, from OMol25.

```
13
C4H6N2O | OMol25 | ωB97M-V/def2-TZVPD
C 2.500 0.544 -0.168
O 1.805 -0.299 0.775
C 0.521 -0.358 0.663
C -0.284 -1.245 1.658
N -1.462 -0.934 1.162
C -1.457 -0.226 -0.146
N -0.182 0.235 -0.276
H 2.236 0.248 -1.184
H 3.559 0.390 0.035
H 2.213 1.584 -0.006
H -3.823 0.858 -2.229
H -2.317 -1.366 1.487
H -3.309 0.569 -1.770
```

Results
Multiplicity   1
Kohn-Sham gap (spin up / spin down)   7.31 / 7.31 eV
Highest occupied orbital energy (spin up / spin down)   -9.00 / -9.00 eV
DFT total energy   -340.54669 Eh

---

10.
The following is a quantum chemistry calculation of one molecule with the formula C4H6N2O, from OMol25.

```
13
C4H6N2O | OMol25 | ωB97M-V/def2-TZVPD
C -1.503 -0.592 1.341
C -0.387 -0.150 0.460
C 0.564 0.787 0.709
N 1.375 0.811 -0.426
C 0.828 -0.088 -1.280
O 1.346 -0.225 -2.512
N -0.208 -0.706 -0.801
H -1.427 -1.664 1.541
H -2.469 -0.413 0.857
H -1.487 -0.052 2.292
H 0.772 1.383 1.586
H 1.940 1.577 -0.743
H 0.656 -0.669 -3.026
```

Results
Multiplicity   1
Kohn-Sham gap   9.04 eV
Structure (SMILES)   Cc1c[nH]c(O)n1
Highest occupied orbital energy   -8.24 eV
DFT total energy   -340.78406 Eh

---

11.
The following is a quantum chemistry calculation of C4H6N2O as an isolated structure at a distorted geometry, from OMol25.

```
13
C4H6N2O | OMol25 | ωB97M-V/def2-TZVPD
N -1.159 0.953 -0.429
C -0.943 -0.017 0.713
C -0.160 -1.128 0.136
O -0.544 -2.383 0.133
N 1.005 -0.804 -0.341
C 1.140 0.672 -0.331
C 0.059 1.057 0.643
H 0.037 1.002 -1.162
H -1.933 1.591 -0.255
H -1.404 -2.393 0.585
H 1.614 -1.425 -0.859
H 2.179 0.953 -0.146
H 0.108 1.921 1.313
```

Results
Multiplicity   1
Kohn-Sham gap   7.59 eV
Highest occupied orbital energy   -6.81 eV
DFT total energy   -340.55871 Eh

---

12.
The following is a quantum chemistry calculation of one molecule with the formula C4H6N2O at a distorted geometry, from OMol25.

```
13
C4H6N2O | OMol25 | ωB97M-V/def2-TZVPD
C 0.277 1.722 -1.364
C 0.192 0.310 -0.691
C -0.607 -0.783 -1.113
C 0.335 0.003 0.721
H -0.497 2.461 -0.869
H -0.075 1.530 -2.433
H 1.264 2.234 -1.321
H -0.890 -0.955 -2.201
H -0.876 -2.744 -0.023
H 1.139 0.611 2.289
N -0.773 -1.664 0.004
N -0.286 -1.105 1.114
O 0.771 1.092 1.426
```

Results
Multiplicity   1
Kohn-Sham gap   9.70 eV
Structure (SMILES)   Cc1c[nH]nc1O
Highest occupied orbital energy   -8.76 eV
DFT total energy   -340.70402 Eh

---

13.
The following is a quantum chemistry calculation of one molecule with the formula C4H6N2O at a distorted geometry, from OMol25.

```
13
C4H6N2O | OMol25 | ωB97M-V/def2-TZVPD
C 2.024 0.463 0.147
C 0.597 0.026 0.014
C 0.139 -1.245 0.176
N -1.356 -1.068 0.110
C -1.507 0.251 -0.124
O -2.716 0.804 -0.331
N -0.406 0.944 -0.180
H 2.215 0.717 1.197
H 2.200 1.350 -0.463
H 2.748 -0.312 -0.130
H 0.793 -2.076 -0.140
H -2.230 -1.557 0.357
H -2.502 1.704 -0.633
```

Results
Multiplicity   1
Kohn-Sham gap   9.19 eV
Structure (SMILES)   Cc1c[nH]c(O)n1
Highest occupied orbital energy   -8.36 eV
DFT total energy   -340.75829 Eh

---

14.
The following is a quantum chemistry calculation of one molecule with the formula C4H6N2O, from OMol25.

```
13
C4H6N2O | OMol25 | ωB97M-V/def2-TZVPD
C -2.329 0.451 -0.248
O -2.108 -0.124 1.026
C 0.105 -0.273 1.048
N -0.863 0.257 1.598
N 2.279 0.956 -0.468
C 2.092 -0.302 -0.410
C 1.135 -0.903 0.531
H -3.209 -0.070 -0.632
H -2.533 1.524 -0.168
H -1.484 0.282 -0.927
H 2.990 1.164 -1.170
H 2.638 -1.029 -1.024
H 1.287 -1.933 0.844
```

Results
Multiplicity   1
Kohn-Sham gap   9.79 eV
Structure (SMILES)   [H]/N=C/C=C=NOC
Highest occupied orbital energy   -9.52 eV
DFT total energy   -340.62257 Eh

---

15.
The following is a quantum chemistry calculation of one molecule with the formula C4H6N2O at a distorted geometry, from OMol25.

```
13
C4H6N2O | OMol25 | ωB97M-V/def2-TZVPD
C 0.745 0.932 -0.090
C 0.633 -0.391 0.539
C -0.972 -0.608 -1.049
C 0.482 -0.268 -0.926
H -0.716 1.641 0.636
H 1.812 1.207 0.200
H 1.508 -0.790 1.095
H -0.735 -0.898 2.113
H -1.389 -0.722 -1.949
H 1.105 -0.730 -1.801
N -0.728 -0.535 1.129
N -1.627 -0.934 -0.009
O -0.119 2.097 0.111
```

Results
Multiplicity   1
Kohn-Sham gap   9.68 eV
Structure (SMILES)   O[C@@H]1[C@@H]2C=NN[C@H]12
Highest occupied orbital energy   -8.91 eV
DFT total energy   -340.63220 Eh

---

16.
The following is a quantum chemistry calculation of one molecule with the formula C4H6N2O at a distorted geometry, from OMol25.

```
13
C4H6N2O | OMol25 | ωB97M-V/def2-TZVPD
O 1.395 1.998 0.545
C 0.815 1.075 0.054
N 1.413 -0.298 -0.052
C 0.261 -1.379 -0.332
C -0.867 -0.404 -0.605
C -1.469 0.463 0.445
N -0.455 1.006 -0.484
H 2.125 -0.444 0.669
H 0.122 -1.921 0.606
H 1.782 -0.530 -0.964
H -1.469 -0.575 -1.497
H -2.452 0.909 0.335
H -1.142 0.290 1.470
```

Results
Multiplicity   1
Kohn-Sham gap   7.89 eV
Highest occupied orbital energy   -7.29 eV
DFT total energy   -340.62166 Eh

---

17.
The following is a quantum chemistry calculation of one molecule with the formula C4H6N2O at a distorted geometry, from OMol25.

```
13
C4H6N2O | OMol25 | ωB97M-V/def2-TZVPD
O 1.601 2.107 0.255
C 0.894 1.139 0.156
N 1.270 -0.175 0.353
C 0.402 -1.137 -0.295
C -0.765 -0.232 -0.672
C -1.444 0.380 0.471
N -0.464 1.163 -0.278
H 2.225 -0.372 0.599
H 0.092 -1.930 0.394
H 0.862 -1.608 -1.170
H -1.079 -0.067 -1.683
H -2.475 0.711 0.429
H -1.120 0.019 1.442
```

Results
Multiplicity   1
Kohn-Sham gap   10.70 eV
Structure (SMILES)   O=C1NC[C@H]2CN12
Highest occupied orbital energy   -9.82 eV
DFT total energy   -340.73732 Eh

---

18.
The following is a quantum chemistry calculation of one molecule with the formula C4H6N2O, from OMol25.

```
13
C4H6N2O | OMol25 | ωB97M-V/def2-TZVPD
C 2.634 0.773 0.140
C 0.660 -0.288 -0.551
C -0.321 -1.147 -0.369
N -1.615 -0.774 0.075
C -2.197 0.385 -0.248
O -3.386 0.397 0.397
N 1.577 0.473 -0.825
H 2.236 1.412 0.933
H 3.441 1.305 -0.368
H 3.036 -0.141 0.592
H -0.165 -2.192 -0.620
H -2.086 -1.426 0.701
H -3.815 1.223 0.145
```

Results
Multiplicity   1
Kohn-Sham gap   9.35 eV
Highest occupied orbital energy   -8.40 eV
DFT total energy   -340.65823 Eh

---

So what do the calculations give for energy relative to the best compared isomer or geometry (same formula, charge and spin)? Going down the list: 109.0 102.6 44.8 110.9 85.7 58.6 80.5 96.9 155.8 6.8 148.2 57.0 23.0 108.1 102.1 108.7 36.1 85.8 kcal per mole.